130
Properties=species:S:1:pos:R:3:forces:R:3:mulliken_charge:R:1 method="wB97M-V/def2-TZVPD" total_energy_ev=-79151.175 gap_ev=8.455 mol_weight_g_mol=773.05 smiles="CN(C)P(=O)(N(C)C)N(C)C.CN(C)P(=O)(N(C)C)N(C)C.CCCC#N.CCCC#N.CCCC#N.CCCC#N.CCCC#N.CCCC#N" lumo_ev=0.4806 charge=0 homo_energy_ha=-0.2931 spin_multiplicity=1
C 3.07880 -14.14412 24.83734 -2.42 0.72 -0.78 -0.57
N 3.79665 -12.98938 24.37540 0.22 1.66 0.26 0.30
C 4.70207 -13.18301 23.27628 0.24 -0.72 -0.72 -0.91
P 3.61413 -11.44814 25.08145 0.07 -1.88 -0.92 0.53
O 2.62711 -11.61075 26.15801 -0.40 0.57 0.52 -0.94
N 5.04194 -10.78015 25.66911 0.22 -0.44 0.14 0.25
C 5.20175 -10.77781 27.12637 0.72 1.11 0.49 -1.16
C 6.28243 -10.80995 24.88656 -0.41 0.96 -1.09 -0.48
N 3.24079 -10.49492 23.75036 1.23 -0.89 0.18 0.87
C 2.22629 -10.98032 22.82819 -1.14 0.08 1.20 -0.84
C 3.46404 -9.08778 23.94301 -1.47 0.90 0.20 -1.05
H 2.53123 -13.87306 25.75438 0.30 -0.30 -0.34 0.41
H 3.71268 -14.95640 24.97183 1.46 -1.47 0.71 0.33
H 2.32434 -14.57434 24.06786 0.84 1.02 0.75 -0.25
H 5.60595 -13.76291 23.57930 -0.21 0.79 -0.20 0.21
H 4.88212 -12.27312 22.68623 0.48 -0.19 0.75 0.26
H 4.24323 -13.81586 22.51660 -0.41 -0.38 -0.09 0.21
H 6.10850 -10.23567 27.42971 0.32 -0.20 -0.71 0.39
H 4.48482 -10.13266 27.63643 -0.67 -0.60 -0.27 0.32
H 5.29991 -11.74189 27.61379 -0.40 -0.36 -0.14 0.32
H 6.89422 -11.68145 25.00789 -0.06 -1.04 0.01 0.35
H 6.05874 -10.65452 23.79483 0.15 -0.39 1.04 -0.27
H 6.97573 -10.01374 25.16683 -0.39 0.43 0.23 0.36
H 2.14994 -12.04756 23.03268 -0.09 -0.11 -0.32 -0.13
H 1.19689 -10.56465 23.06943 1.05 -0.14 -0.36 0.29
H 2.45264 -10.84748 21.77583 0.24 0.35 -0.08 0.26
H 4.24299 -8.97717 24.72088 -0.34 0.32 -0.80 0.38
H 2.49866 -8.71474 24.37919 0.77 0.50 -0.35 0.24
H 3.67144 -8.53810 22.99150 0.02 -0.50 0.75 0.22
C 8.35336 -9.87616 19.14886 0.14 -1.13 -1.49 -0.95
N 7.26383 -10.76052 18.70004 -0.24 -1.18 0.71 0.12
C 7.63368 -12.17366 18.23573 0.89 1.91 -0.51 -0.88
P 5.96122 -10.67812 19.77619 -1.85 1.01 -1.63 0.05
O 5.97234 -11.47223 21.00338 0.30 -0.67 0.49 -0.76
N 5.70468 -9.07032 20.19943 0.46 1.22 -0.25 0.51
C 5.35887 -8.03026 19.15583 -0.35 -1.77 0.63 -0.91
C 6.16968 -8.44867 21.46893 1.14 -1.10 -0.35 -0.54
N 4.67800 -11.02388 18.71665 0.82 0.26 -0.10 0.66
C 3.41593 -11.60606 19.12321 0.21 -0.80 -1.09 -0.53
C 4.72793 -10.72444 17.29020 0.69 -0.27 -0.36 -1.32
H 8.03034 -8.86270 19.01817 -0.19 0.61 0.44 0.23
H 9.13148 -9.99704 18.38209 0.30 -0.08 0.65 0.42
H 8.66612 -10.11595 20.16003 0.47 0.22 0.10 0.28
H 7.95517 -12.86141 18.98709 -0.07 -0.21 1.14 0.31
H 8.54095 -12.10715 17.57523 -1.09 0.23 0.20 0.34
H 6.79219 -12.61759 17.72101 -0.12 0.10 -0.25 0.28
H 6.18189 -7.92112 18.47049 0.27 0.23 -0.55 0.32
H 4.44910 -8.35754 18.61037 0.59 0.28 0.27 0.14
H 5.17253 -7.07243 19.63384 -0.06 -0.08 0.08 0.43
H 5.93557 -9.07526 22.33528 0.12 -0.12 -0.35 -0.23
H 7.28816 -8.16824 21.54386 -1.60 -0.31 -0.43 0.17
H 5.54062 -7.59565 21.53263 -0.11 1.06 0.50 0.49
H 2.61987 -10.87095 19.06106 -0.34 0.16 0.07 0.25
H 3.16005 -12.46122 18.41997 0.21 0.88 0.76 0.26
H 3.48409 -12.00106 20.11781 0.05 -0.16 0.57 -0.15
H 5.71901 -10.38166 17.01213 0.16 0.11 0.19 0.43
H 4.05506 -9.92764 16.90900 -0.20 -0.64 0.49 0.28
H 4.62020 -11.67350 16.73991 -0.52 0.37 -0.10 0.36
C 3.61437 -19.44657 25.68221 0.03 0.38 0.04 -1.17
C 3.86647 -19.09860 24.20357 0.03 -0.14 -0.10 0.02
C 5.32573 -18.71558 23.87861 0.12 -0.62 0.45 -0.53
C 5.78716 -17.54628 24.60221 0.49 0.74 1.12 0.28
N 6.17672 -16.69843 25.28425 -0.38 -0.48 -0.70 -0.48
H 4.09701 -20.38631 25.97687 0.16 0.28 -0.04 0.32
H 2.53928 -19.57879 25.92472 0.56 0.27 -0.37 0.32
H 4.00956 -18.60099 26.28615 -0.27 -0.68 -0.07 0.31
H 3.25726 -18.25005 23.92591 -0.32 0.25 -0.07 -0.06
H 3.56930 -19.91193 23.53513 0.08 -0.02 0.12 0.33
H 5.55641 -18.57522 22.84632 -0.55 0.43 -1.05 0.32
H 6.03425 -19.51300 24.08437 -0.01 -0.35 0.63 0.35
C -1.14022 -13.71423 23.56819 -0.03 -1.69 -0.83 -0.33
C -1.30346 -13.96084 25.03463 -0.25 -0.09 0.33 -0.86
C -0.54523 -15.16634 25.52580 2.31 -1.39 -0.19 0.45
C -0.85664 -16.42090 24.82097 -1.13 -1.13 -0.35 -0.01
N -1.17603 -17.43326 24.35345 0.60 1.24 0.54 -0.45
H -1.70459 -12.84484 23.24853 0.18 0.13 -0.19 0.38
H -1.54325 -14.63115 23.05532 0.29 0.93 0.01 0.26
H -0.06785 -13.66947 23.30511 -0.50 0.32 0.08 -0.38
H -2.34091 -14.02296 25.31674 -0.60 -0.30 -0.06 0.39
H -0.95989 -13.11289 25.56021 0.69 0.99 0.81 0.44
H -0.65358 -15.44237 26.60222 0.10 0.69 -0.68 0.42
H 0.58094 -15.07782 25.27508 -1.58 0.29 0.75 -0.36
C -3.42784 -19.70205 21.39541 -1.22 0.29 -0.45 -1.22
C -2.32969 -19.39595 22.35585 1.46 -2.74 -1.32 -0.37
C -0.86462 -19.83007 21.94044 -0.46 -1.19 1.33 -0.20
C -0.46438 -19.34961 20.62470 0.22 0.42 -0.05 0.10
N -0.15779 -18.97452 19.57838 -0.28 -0.18 0.35 -0.32
H -3.63234 -20.75618 21.17409 0.18 0.16 0.11 0.33
H -3.29849 -19.14209 20.45440 -0.07 -0.32 0.18 0.21
H -4.31234 -19.26905 21.90855 0.08 -0.41 -0.65 0.38
H -2.57187 -19.85801 23.30283 0.30 0.36 0.43 0.45
H -2.27827 -18.37329 22.35502 0.07 2.52 0.97 0.17
H -0.72560 -20.95407 21.91319 -0.33 1.11 0.07 0.37
H -0.22339 -19.45778 22.78179 -0.16 -0.07 -1.11 0.11
C 0.60970 -13.49053 20.25881 0.37 -0.09 -0.70 -0.55
C 1.43743 -14.58343 19.54322 -1.03 0.97 0.13 -0.31
C 0.99093 -15.95846 19.98060 -1.34 -0.23 -0.06 0.98
C 1.26150 -16.19827 21.40303 0.99 -2.29 2.49 -0.17
N 1.50018 -16.63337 22.47132 -0.64 1.61 -2.73 -0.11
H 0.47032 -13.73073 21.30054 -0.02 0.11 0.40 -0.33
H -0.36637 -13.44633 19.77097 -0.08 0.16 0.20 0.46
H 1.10306 -12.50935 20.15710 -0.30 -0.37 0.13 0.19
H 2.46410 -14.45509 19.82319 0.76 0.07 -0.34 0.30
H 1.24527 -14.40451 18.47924 0.64 -0.49 0.14 0.37
H 1.29766 -16.81554 19.36483 0.55 0.34 0.36 -0.96
H -0.10531 -16.05484 19.89908 0.11 0.27 -0.01 0.20
C -1.48870 -17.78713 16.13557 1.06 -0.50 1.02 -0.84
C -2.70415 -18.49762 16.70422 0.71 0.65 -0.19 -0.19
C -2.81279 -19.98235 16.39230 -0.05 -0.13 1.12 -0.24
C -3.02712 -20.25567 14.99789 0.27 0.04 0.25 0.19
N -3.05761 -20.44567 13.87475 -0.25 -0.19 -1.11 -0.43
H -1.53385 -16.71397 16.38980 0.20 -0.47 -0.19 0.37
H -1.42772 -17.92022 15.07536 0.04 0.13 -0.77 0.47
H -0.55957 -18.24877 16.58280 -0.85 0.66 -0.35 -0.20
H -3.56350 -17.95311 16.31811 -0.41 -0.24 0.30 0.38
H -2.61760 -18.39865 17.77931 -0.44 0.04 0.31 -0.05
H -3.65724 -20.33098 16.99548 0.08 -0.37 -0.26 0.29
H -1.91839 -20.55603 16.70656 -0.35 0.41 -0.02 0.21
C 4.00935 -18.42777 18.36184 1.19 0.81 -0.73 -1.20
C 2.73959 -18.88992 17.71155 0.10 -0.58 1.01 0.36
C 2.46526 -18.17875 16.42918 -0.26 1.60 -0.40 -0.44
C 2.47678 -16.70053 16.59248 0.13 1.67 -0.60 0.34
N 2.50173 -15.53609 16.56341 -0.06 -1.96 0.29 -0.57
H 3.86834 -17.43091 18.78910 0.16 -0.01 -0.04 0.22
H 4.77130 -18.35606 17.57275 0.10 0.25 0.21 0.33
H 4.46906 -19.04978 19.11449 -0.40 -0.45 0.35 0.39
H 1.95476 -18.72239 18.44262 -0.49 -0.35 -0.29 -0.42
H 2.81416 -19.93821 17.46780 -0.22 -0.51 0.14 0.45
H 1.47464 -18.39070 16.03951 -0.06 -0.33 -0.15 0.22
H 3.20721 -18.38344 15.65127 -0.06 -0.18 0.11 0.41